The following is a DFT calculation (wB97M-V/def2-TZVPD) of a molecular structure, C42H49N10O3PRb.

The geometry in ORCA input format:
```
! wB97M-V def2-TZVPD RIJCOSX def2/J DEFGRID3
* xyz -1 1
Rb -0.158 0.731 -1.278
O -1.588 0.495 -3.458
C -2.478 1.069 -4.158
C -2.909 0.496 -5.402
C -3.903 1.046 -6.170
C -4.565 2.217 -5.768
C -4.182 2.795 -4.578
C -3.159 2.279 -3.766
C -2.915 2.995 -2.524
N -1.972 2.842 -1.683
C -2.055 3.595 -0.447
C -2.281 2.649 0.721
N -1.061 1.940 1.101
C -1.130 1.076 2.036
C -2.267 0.516 2.790
C -2.056 0.347 4.166
C -3.015 -0.160 5.016
C -4.243 -0.547 4.458
C -4.468 -0.453 3.108
C -3.483 0.037 2.186
O -3.685 -0.001 0.929
H -2.413 -0.420 -5.706
H -4.186 0.558 -7.097
H -5.355 2.647 -6.369
H -4.689 3.696 -4.239
H -3.681 3.763 -2.315
H -2.885 4.319 -0.469
H -1.121 4.145 -0.288
H -3.077 1.941 0.472
H -2.628 3.211 1.598
H -0.166 0.695 2.381
H -1.093 0.656 4.572
H -2.830 -0.251 6.079
H -5.023 -0.946 5.100
H -5.406 -0.783 2.676
N -3.639 -1.414 -1.892
C -2.449 -1.480 -1.273
N -1.378 -2.042 -1.734
C -1.436 -2.594 -3.013
N -0.396 -3.027 -3.627
N 0.839 -2.794 -3.049
C 1.217 -1.581 -3.128
C 2.538 -1.148 -2.649
C 3.581 -2.049 -2.426
C 4.809 -1.549 -2.042
C 4.955 -0.179 -1.866
C 3.851 0.632 -2.071
N 2.670 0.169 -2.470
C -2.736 -2.655 -3.708
C -2.895 -3.248 -4.958
C -4.105 -3.179 -5.620
C -5.178 -2.502 -5.042
C -5.043 -1.910 -3.804
C -3.822 -1.992 -3.137
H -4.365 -0.890 -1.426
H -2.457 -0.985 -0.304
H 0.547 -0.821 -3.542
H 3.407 -3.105 -2.582
H 5.648 -2.217 -1.885
H 5.903 0.253 -1.574
H 3.912 1.701 -1.905
H -2.040 -3.743 -5.398
H -4.217 -3.637 -6.595
H -6.120 -2.426 -5.571
H -5.861 -1.361 -3.355
O 2.372 0.966 0.461
P 2.506 0.389 1.817
N 1.659 -1.006 2.043
C 1.578 -1.700 3.332
C 1.144 -3.104 2.932
C 0.165 -2.827 1.792
C 0.805 -1.662 1.033
N 4.033 -0.092 2.294
C 4.602 -1.339 1.755
C 6.106 -1.163 1.945
C 6.298 0.337 1.735
C 5.076 0.936 2.430
N 2.137 1.534 2.945
C 1.796 2.917 2.586
C 2.439 3.714 3.714
C 2.164 2.829 4.929
C 2.331 1.399 4.391
H 0.822 -1.246 3.984
H 2.539 -1.672 3.850
H 0.697 -3.654 3.761
H 2.007 -3.668 2.568
H -0.795 -2.505 2.203
H -0.015 -3.680 1.140
H 0.025 -0.995 0.675
H 1.397 -2.001 0.179
H 4.358 -1.464 0.695
H 4.216 -2.207 2.293
H 6.687 -1.778 1.258
H 6.388 -1.436 2.966
H 6.255 0.569 0.669
H 7.240 0.718 2.130
H 4.767 1.877 1.971
H 5.286 1.134 3.488
H 0.712 3.064 2.567
H 2.176 3.151 1.594
H 2.022 4.716 3.815
H 3.515 3.803 3.543
H 1.134 2.979 5.260
H 2.820 3.029 5.776
H 1.599 0.726 4.843
H 3.325 0.994 4.606
*
```

Summary:
HOMO-LUMO gap, eV: 6.13
Highest occupied orbital energy, eV: -4.098
Relative energy (zero: lowest compared OMol25 entry of this formula, charge and spin), kcal/mol: 0.0

Mulliken atomic charge list, values in e, 8 entries:
1 Rb 0.806
2 O -0.040
3 C -0.021
4 C -0.517
5 C -0.473
6 C -0.831
7 C -0.542
8 C 0.582


The following is a DFT calculation (wB97M-V/def2-TZVPD) of a molecular structure, C42H50Cl3CrN7O3S in a non-equilibrium geometry.

The geometry in ORCA input format:
```
! wB97M-V def2-TZVPD RIJCOSX def2/J DEFGRID3
* xyz -2 5
Cr 8.545 12.110 14.383
Cl 7.885 19.367 14.683
C 7.951 17.649 14.430
C 8.569 16.761 15.334
C 8.662 15.464 14.842
Cl 8.933 14.160 15.979
C 8.322 15.002 13.524
O 8.586 13.775 13.088
C 7.624 15.978 12.717
Cl 7.150 15.645 11.086
C 7.436 17.215 13.196
H 8.962 17.113 16.305
H 6.913 17.950 12.590
N 7.071 6.739 18.501
C 6.945 8.028 18.804
S 6.531 8.603 20.292
C 7.528 9.030 17.864
C 7.915 8.628 16.555
C 8.641 9.472 15.774
N 8.813 10.794 16.025
C 8.450 11.244 17.255
C 7.939 10.367 18.211
H 7.019 6.027 19.178
H 7.166 6.470 17.569
H 7.637 7.658 16.153
H 9.061 9.086 14.808
H 8.717 12.265 17.566
H 7.711 10.747 19.223
C 9.324 12.260 8.316
C 9.574 11.438 9.568
C 10.189 10.159 9.472
C 10.174 9.270 10.551
C 10.628 7.862 10.315
C 9.881 9.747 11.812
C 8.986 10.845 11.930
C 9.015 11.775 10.839
N 8.034 10.909 12.907
C 6.571 10.571 12.493
C 6.675 9.441 11.470
C 5.770 10.043 13.671
C 5.855 11.805 11.871
H 10.262 12.786 8.124
H 8.340 12.880 8.318
H 9.226 11.630 7.450
H 10.433 9.793 8.510
H 10.497 7.163 11.176
H 11.725 7.856 10.183
H 10.179 7.376 9.404
H 10.149 9.358 12.733
H 8.495 12.720 10.976
H 7.344 8.687 11.903
H 7.118 9.737 10.482
H 5.714 8.963 11.220
H 6.263 9.216 14.173
H 4.772 9.580 13.407
H 5.444 10.848 14.289
H 5.080 11.462 11.188
H 6.550 12.420 11.306
H 5.413 12.401 12.694
C 12.724 9.787 17.020
C 12.157 11.015 17.399
C 11.661 11.950 16.480
C 11.565 11.595 15.054
C 12.317 10.477 14.711
C 12.879 9.573 15.646
N 10.711 12.274 14.234
C 11.374 13.369 13.635
C 11.842 14.450 14.408
C 12.246 15.588 13.802
C 12.442 15.705 12.410
C 12.279 14.525 11.715
C 11.798 13.349 12.314
H 13.013 9.078 17.828
H 11.920 11.025 18.444
H 11.448 12.984 16.799
H 12.515 10.166 13.674
H 13.256 8.599 15.275
H 11.705 14.444 15.477
H 12.141 16.513 14.293
H 12.829 16.607 11.975
H 12.391 14.590 10.600
H 11.615 12.432 11.759
O 5.993 12.067 17.047
C 5.837 12.617 15.964
O 6.690 12.564 14.964
H 5.061 13.403 15.823
C 12.946 19.929 6.575
N 12.822 18.479 6.811
C 11.585 17.950 7.373
C 14.057 17.815 6.917
N 15.146 18.487 6.957
N 13.856 16.435 6.929
C 14.874 15.551 7.494
C 12.908 15.824 6.032
H 12.598 20.043 5.530
H 13.981 20.356 6.700
H 12.257 20.527 7.179
H 11.115 18.646 8.110
H 11.737 17.007 7.933
H 10.785 17.945 6.581
H 15.950 17.869 7.053
H 15.386 15.823 8.443
H 15.709 15.359 6.810
H 14.403 14.568 7.557
H 13.342 14.937 5.458
H 12.517 16.694 5.424
H 12.098 15.290 6.641
*
```

Summary:
HOMO-LUMO gap (alpha / beta), eV: 3.37 / 5.99
Highest occupied orbital energy (alpha / beta), eV: 0.005 / -2.613
⟨S²⟩: 6.044
Relative energy (zero: lowest compared OMol25 entry of this formula, charge and spin), kcal/mol: 38.6

Mulliken atomic charge list, values in e, 8 entries:
1 Cr -0.114
2 Cl -0.290
3 C 0.206
4 C -0.692
5 C 0.856
6 Cl -0.308
7 C -0.839
8 O 0.723


The following is a DFT calculation (wB97M-V/def2-TZVPD) of a molecular structure, C42H50ClF3FeGeN2O7S2SeSi.

The geometry in ORCA input format:
```
! wB97M-V def2-TZVPD RIJCOSX def2/J DEFGRID3
* xyz -1 6
Fe 1.138 -0.223 0.219
S 1.432 2.512 3.941
C 0.119 1.423 4.114
C -0.038 0.657 3.000
C 0.913 0.916 1.959
C 1.795 1.890 2.359
C 2.947 2.399 1.615
C 4.170 2.647 2.184
C 5.299 2.949 1.414
C 5.163 2.888 0.006
C 3.952 2.669 -0.555
N 2.800 2.501 0.215
H -0.469 1.412 5.020
H -0.826 -0.081 2.916
H 4.260 2.516 3.256
H 6.263 3.100 1.877
H 6.025 2.976 -0.642
H 3.799 2.591 -1.624
C -2.482 -2.223 -2.279
C -3.123 -0.849 -2.408
C -2.305 0.022 -3.353
C -4.560 -0.967 -2.899
O -3.199 -0.209 -1.127
Si -2.154 -0.175 0.141
O -0.632 -0.448 -0.287
O -2.575 -1.304 1.266
C -3.831 -1.561 1.898
C -4.711 -2.372 0.951
C -3.523 -2.367 3.155
C -4.538 -0.264 2.283
O -2.364 1.276 0.859
C -2.636 2.603 0.419
C -4.147 2.795 0.318
C -1.997 2.880 -0.938
C -2.047 3.511 1.492
H -2.522 -2.756 -3.231
H -2.999 -2.820 -1.523
H -1.436 -2.122 -1.985
H -2.179 -0.478 -4.316
H -1.312 0.203 -2.939
H -2.804 0.979 -3.523
H -4.586 -1.385 -3.908
H -5.031 0.018 -2.916
H -5.137 -1.617 -2.238
H -4.198 -3.286 0.653
H -4.931 -1.789 0.056
H -5.654 -2.638 1.438
H -3.028 -3.304 2.894
H -4.443 -2.601 3.695
H -2.864 -1.798 3.814
H -4.839 0.291 1.392
H -3.879 0.372 2.875
H -5.434 -0.495 2.864
H -4.567 2.071 -0.383
H -4.376 3.802 -0.038
H -4.618 2.659 1.295
H -2.435 2.235 -1.700
H -0.926 2.694 -0.908
H -2.160 3.921 -1.226
H -2.510 3.293 2.456
H -2.205 4.564 1.247
H -0.976 3.324 1.588
F 4.370 -0.877 -2.239
C 3.527 -0.688 -3.247
F 3.716 -1.661 -4.150
F 3.805 0.484 -3.829
S 1.779 -0.714 -2.678
O 1.013 -0.538 -3.873
O 1.723 0.406 -1.721
O 1.653 -1.992 -1.989
Cl 1.590 9.118 -0.040
C 1.582 7.374 -0.128
C 1.731 6.756 -1.356
C 1.723 5.369 -1.413
C 1.562 4.602 -0.266
C 1.578 3.095 -0.338
C 1.411 5.252 0.957
C 1.422 6.636 1.033
H 1.854 7.352 -2.250
H 1.842 4.875 -2.371
H 1.497 2.764 -1.374
H 0.738 2.679 0.210
H 1.277 4.671 1.862
H 1.304 7.141 1.982
Ge 1.409 -2.789 0.547
C 3.099 -3.691 0.307
C 3.845 -3.957 1.453
C 5.008 -4.712 1.381
C 5.441 -5.196 0.157
C 4.714 -4.920 -0.994
C 3.545 -4.177 -0.921
C -0.055 -3.824 -0.186
C -0.043 -4.435 -1.439
C -1.034 -5.341 -1.782
C -2.047 -5.649 -0.881
C -2.069 -5.042 0.366
C -1.078 -4.130 0.706
H 1.117 -2.542 2.039
H 3.534 -3.554 2.411
H 5.584 -4.894 2.278
H 6.356 -5.773 0.095
H 5.059 -5.280 -1.955
H 2.996 -3.956 -1.826
H 0.728 -4.185 -2.156
H -1.019 -5.807 -2.761
H -2.819 -6.358 -1.154
H -2.857 -5.273 1.073
H -1.104 -3.647 1.675
Se 5.922 -0.879 1.093
C 4.179 -0.785 0.824
N 3.019 -0.734 0.669
*
```

Summary:
HOMO-LUMO gap (alpha / beta), eV: 4.33 / 6.81
Highest occupied orbital energy (alpha / beta), eV: -3.063 / -5.362
⟨S²⟩: 8.954
Relative energy (zero: lowest compared OMol25 entry of this formula, charge and spin), kcal/mol: 47.9

Mulliken atomic charge list, values in e, 8 entries:
1 Fe 1.064
2 S -0.196
3 C -0.456
4 C -0.420
5 C -1.445
6 C 1.935
7 C -0.758
8 C -0.016